{
  "formula": "C24H66O26P6",
  "method": "wB97M-V/def2-TZVPD",
  "e_above_lowest_kcal_mol": 123.6,
  "e_homo_ev": -8.95,
  "smiles": "COP(=O)(OC)OC.COP(=O)(OC)OC.COP(=O)(OC)OC.COP(=O)(OC)OC.COP(=O)(OC)OC.COP(=O)(OC)OC.CC(C)=O.CC(C)=O",
  "elements": ["C", "C", "O", "C", "H", "H", "H", "H", "H", "H", "C", "C", "O", "C", "H", "H", "H", "H", "H", "H", "C", "O", "P", "O", "O", "C", "O", "C", "H", "H", "H", "H", "H", "H", "H", "H", "H", "C", "O", "P", "O", "O", "C", "O", "C", "H", "H", "H", "H", "H", "H", "H", "H", "H", "C", "O", "P", "O", "O", "C", "O", "C", "H", "H", "H", "H", "H", "H", "H", "H", "H", "C", "O", "P", "O", "O", "C", "O", "C", "H", "H", "H", "H", "H", "H", "H", "H", "H", "C", "O", "P", "O", "O", "C", "O", "C", "H", "H", "H", "H", "H", "H", "H", "H", "H", "C", "O", "P", "O", "O", "C", "O", "C", "H", "H", "H", "H", "H", "H", "H", "H", "H"],
  "coordinates": [[33.146, 43.298, 52.628], [33.616, 42.709, 51.319], [32.796, 42.148, 50.562], [35.032, 42.811, 51.008], [31.896, 43.312, 52.550], [33.450, 44.309, 52.865], [33.427, 42.599, 53.518], [35.751, 42.615, 51.717], [35.043, 43.610, 50.406], [35.490, 42.015, 50.309], [23.688, 43.802, 58.414], [23.179, 45.069, 57.658], [23.785, 45.650, 56.706], [21.721, 45.488, 57.887], [24.635, 43.467, 57.944], [22.994, 42.904, 58.337], [23.933, 44.191, 59.551], [21.335, 45.238, 58.723], [21.125, 45.268, 56.980], [21.702, 46.618, 57.977], [20.746, 41.860, 56.619], [21.625, 41.232, 55.778], [22.514, 39.937, 56.215], [23.984, 40.278, 56.350], [22.110, 39.481, 57.776], [22.936, 39.520, 58.846], [22.363, 38.714, 55.111], [22.000, 37.478, 55.576], [20.006, 42.239, 55.877], [21.098, 42.263, 57.270], [20.172, 41.180, 56.985], [23.400, 40.568, 59.234], [23.852, 38.839, 58.979], [22.433, 39.120, 59.720], [22.680, 37.174, 56.516], [22.049, 36.867, 54.758], [21.080, 37.204, 55.849], [26.484, 47.467, 55.393], [27.635, 47.610, 54.778], [27.795, 47.359, 53.220], [27.668, 48.680, 52.574], [29.295, 46.963, 52.919], [30.239, 47.044, 54.040], [26.669, 46.267, 52.533], [25.427, 46.651, 52.143], [25.635, 47.200, 54.868], [26.072, 48.239, 56.039], [26.447, 46.733, 56.044], [30.959, 46.199, 53.762], [29.902, 47.020, 55.113], [30.816, 47.932, 53.965], [25.543, 46.955, 51.089], [25.205, 47.506, 52.911], [24.644, 45.866, 52.104], [25.465, 37.817, 52.090], [26.699, 37.895, 51.475], [27.408, 39.360, 51.238], [27.200, 40.162, 52.382], [28.998, 39.183, 50.823], [30.009, 39.841, 51.531], [26.691, 39.966, 49.991], [27.473, 40.678, 48.961], [24.620, 38.240, 51.332], [25.385, 38.375, 52.961], [25.116, 36.771, 52.258], [29.604, 40.816, 51.915], [30.820, 40.104, 50.932], [30.254, 39.237, 52.500], [28.085, 41.347, 49.473], [26.856, 41.424, 48.356], [28.182, 40.089, 48.189], [20.149, 44.902, 48.766], [20.699, 44.402, 49.955], [22.274, 44.598, 50.447], [22.583, 46.038, 50.203], [22.539, 44.445, 52.033], [21.525, 44.407, 52.921], [23.166, 43.652, 49.370], [24.594, 43.815, 49.343], [20.709, 44.725, 47.809], [20.214, 45.942, 48.976], [19.208, 44.430, 48.664], [20.711, 43.452, 53.002], [20.820, 45.168, 52.887], [21.948, 44.413, 53.996], [24.714, 44.755, 48.986], [25.168, 43.106, 48.661], [24.810, 43.669, 50.218], [25.027, 43.720, 54.351], [26.146, 43.088, 53.555], [27.635, 43.058, 53.929], [28.045, 44.451, 54.165], [28.152, 42.129, 55.235], [27.190, 41.199, 55.793], [28.581, 42.593, 52.664], [29.047, 43.591, 51.735], [24.858, 43.355, 55.294], [24.215, 43.773, 53.856], [25.305, 44.750, 54.627], [27.709, 40.648, 56.562], [26.481, 40.662, 55.363], [26.345, 41.572, 56.596], [29.534, 44.388, 52.343], [28.297, 43.910, 51.204], [29.715, 43.125, 51.076], [20.090, 39.265, 52.974], [20.428, 39.545, 51.600], [21.848, 40.169, 51.176], [21.568, 41.542, 50.716], [22.946, 40.163, 52.413], [24.082, 40.984, 52.439], [22.594, 39.354, 50.006], [23.365, 40.110, 49.052], [20.602, 38.361, 53.133], [18.916, 39.110, 53.090], [20.501, 39.983, 53.750], [24.478, 40.848, 51.540], [24.649, 40.788, 53.284], [23.698, 41.917, 52.594], [23.875, 39.593, 48.471], [24.130, 40.716, 49.629], [22.670, 40.795, 48.438]],
  "forces_ev_per_angstrom": [[-3.7, -1.3, 1.0], [-2.9, -2.2, -0.4], [1.8, 1.3, 1.5], [0.7, -4.7, -1.9], [3.5, -0.1, 0.4], [0.4, 0.1, -0.1], [-0.4, 1.2, -1.6], [1.2, 1.1, 2.5], [1.1, 3.8, -1.7], [-1.8, 0.6, 0.3], [1.0, 1.2, 1.1], [0.3, 0.5, -3.4], [-1.3, -2.2, 3.5], [3.2, 3.9, -5.3], [-0.4, 0.4, 0.4], [0.5, 1.5, 0.5], [-0.8, -1.4, -2.7], [-2.8, -2.7, 5.6], [0.3, -0.2, 0.6], [0.2, -1.0, -0.5], [-7.4, -5.3, -15.2], [3.1, -3.6, -1.2], [5.0, 1.0, 1.4], [-2.5, -0.2, -1.0], [-2.2, 0.1, -4.0], [4.1, 1.0, 4.4], [-1.3, 3.9, 1.8], [4.5, -1.4, 3.1], [0.7, 1.5, 1.0], [7.4, 9.7, 12.9], [-3.7, -4.6, 3.0], [-1.4, -2.0, -1.5], [-1.0, 0.7, -1.7], [-1.0, 0.3, 0.0], [-1.2, 0.2, -2.4], [1.4, -2.0, -2.1], [-4.4, 0.7, 1.6], [-3.7, 2.0, 1.5], [3.3, -0.6, -1.7], [-1.7, 2.1, -3.2], [-1.1, -0.3, -0.2], [-0.3, -1.2, 2.3], [1.4, -2.2, -0.5], [5.4, -1.0, 2.9], [-1.7, 3.0, 0.0], [-1.6, -0.3, -2.3], [0.9, 1.4, -0.4], [0.9, -4.2, 3.4], [-1.0, 1.0, 1.1], [-0.4, -0.6, -1.5], [0.2, 1.1, -0.5], [-0.7, 0.7, 0.4], [-0.9, -1.2, -2.2], [0.7, 0.1, 0.7], [-3.9, -0.3, -3.1], [2.9, 0.7, -1.5], [1.6, -2.8, -0.9], [-0.4, 2.2, 3.5], [-3.3, -1.3, -1.1], [-1.4, 0.8, 4.5], [0.5, 0.0, -3.1], [0.0, -0.1, -2.2], [1.8, -0.8, 1.7], [0.1, 1.0, 1.8], [0.9, 0.6, -0.1], [0.4, -0.9, -0.2], [1.4, -0.3, -1.2], [0.1, 1.0, -1.9], [1.5, 0.9, 1.0], [0.0, -1.7, 0.8], [-2.1, 0.6, 2.1], [1.9, 0.5, -1.0], [3.0, -2.8, 2.9], [-0.5, 3.1, -4.3], [0.4, -1.1, 0.0], [0.5, -2.1, -2.5], [-2.8, -3.7, 4.9], [-2.5, -0.2, 1.7], [-2.8, -1.2, -8.2], [0.0, -0.2, 1.1], [-1.0, 1.2, -0.7], [-1.2, 0.0, 0.0], [2.7, 1.7, -1.0], [-0.8, 2.1, -0.6], [-0.3, 0.1, -1.7], [1.1, 3.0, -0.8], [-1.4, 0.5, 0.7], [3.7, -1.2, 9.4], [7.3, 2.0, 1.8], [-3.2, -1.5, 0.5], [4.5, 2.3, 0.3], [0.3, 0.4, 1.2], [-3.2, -0.2, -2.5], [0.9, 3.0, 6.1], [-1.6, -1.1, 1.3], [3.1, -0.6, 4.5], [0.0, -2.1, 2.1], [-5.3, -0.2, -4.2], [0.4, -0.2, -0.7], [0.7, -0.7, -0.5], [-2.0, -2.7, -3.9], [2.0, 1.0, -1.6], [-0.4, -0.3, -0.8], [-4.3, 2.3, -2.8], [1.3, -0.9, -0.7], [-1.6, 0.4, 0.7], [1.4, -0.2, 0.2], [1.4, 3.0, 0.0], [0.3, 0.0, 0.2], [-4.1, -2.9, -0.3], [-2.3, -0.2, 1.4], [-0.9, -1.0, 0.6], [-4.5, 7.3, 5.1], [0.2, -1.4, 0.9], [2.6, 0.5, -0.5], [-0.7, -0.3, -1.3], [2.9, 0.0, -3.3], [1.4, -1.0, 1.2], [-0.5, 3.0, -0.1], [4.1, -5.7, -5.0], [-1.1, -0.3, -0.8], [1.1, -0.9, 1.2]],
  "mulliken_charge": [-0.68, 0.72, -0.55, -1.34, 0.01, 0.39, 0.29, 0.42, 0.36, 0.34, -0.54, 0.67, -0.52, -1.22, 0.17, -0.10, 0.38, 0.52, 0.23, 0.34, -1.86, 0.70, -0.16, -0.29, -0.38, -0.58, 0.14, -1.01, 0.23, 0.75, 0.70, 0.09, 0.26, 0.37, 0.24, 0.39, 0.44, -1.32, -0.23, 0.75, -0.80, -0.29, -0.44, 0.20, -0.33, 0.34, 0.36, 0.66, 0.03, 0.26, 0.34, 0.24, 0.40, -0.18, -0.21, -0.53, -0.16, 0.35, -0.35, -0.01, 0.13, -0.45, 0.10, 0.05, 0.40, -0.28, 0.36, 0.25, 0.06, 0.20, 0.26, -0.82, -0.36, 0.68, -0.75, 0.31, -0.76, -0.20, 0.48, 0.24, 0.36, 0.26, 0.11, 0.66, 0.02, 0.57, -0.05, -0.71, -0.26, 1.36, -0.49, -0.56, -0.35, -0.67, 0.07, -0.62, 0.39, -0.36, -0.01, 0.49, 0.29, 0.02, -0.21, 0.31, 0.55, -0.33, -0.36, -0.28, -0.40, 0.75, 0.23, -0.36, -0.52, 0.28, 0.26, -0.01, -0.34, -0.24, 0.46, 0.64, -0.14, 0.22]
}

=====

{
  "formula": "CH6O2",
  "method": "wB97M-V/def2-TZVPD",
  "e_above_lowest_kcal_mol": 12.9,
  "e_homo_ev": -9.83,
  "smiles": "CO.O",
  "elements": ["C", "H", "H", "H", "H", "H", "H", "O", "O"],
  "coordinates": [[-1.639, 0.317, -0.046], [-0.019, -0.956, -0.023], [-2.666, 0.077, -0.075], [-1.582, 0.813, 0.871], [-1.241, 1.123, -0.739], [2.996, 0.044, 0.738], [2.848, -0.452, -0.736], [-1.000, -0.937, 0.019], [2.302, -0.028, -0.009]],
  "forces_ev_per_angstrom": [[1.5, 0.6, -0.4], [-0.9, 0.8, 0.1], [-1.3, 0.0, -1.1], [0.5, 0.8, 2.0], [-0.6, -1.5, -0.1], [-1.8, -0.1, -1.7], [-1.1, 0.7, 1.2], [0.9, -0.7, -0.5], [2.8, -0.7, 0.5]],
  "mulliken_charge": [-0.57, 0.29, 0.28, 0.27, 0.23, 0.33, 0.33, -0.51, -0.65]
}

=====

{
  "formula": "C5H4N2OS",
  "method": "wB97M-V/def2-TZVPD",
  "e_above_lowest_kcal_mol": 65.5,
  "e_homo_ev": -8.80,
  "smiles": "Cc1nocc1N=C=S",
  "elements": ["C", "C", "C", "C", "C", "N", "N", "O", "S", "H", "H", "H", "H"],
  "coordinates": [[-1.655, 0.881, -0.833], [-0.634, 0.804, 0.024], [-0.215, -1.000, -0.384], [1.028, -1.669, 0.153], [1.113, 2.054, 1.162], [-1.193, -1.329, -1.134], [0.087, 1.620, 0.752], [-2.129, -0.326, -1.305], [2.375, 2.761, 1.749], [-2.418, 1.654, -0.831], [1.776, -1.285, -0.502], [1.000, -1.389, 1.233], [0.864, -2.776, -0.083]],
  "forces_ev_per_angstrom": [[-1.1, -0.2, 2.1], [0.4, -5.5, -2.9], [-2.0, 4.5, 0.6], [-3.1, -1.2, -0.7], [-0.3, 0.2, 0.0], [1.0, -0.8, 0.9], [0.8, 1.0, 0.6], [1.0, 0.8, -0.6], [0.4, 0.0, 0.2], [0.3, 0.0, -0.6], [1.2, 0.2, 0.3], [0.9, -0.5, -0.9], [0.6, 1.3, 0.8]],
  "mulliken_charge": [-0.46, 0.42, 0.56, -0.90, 0.43, -0.52, -0.25, -0.14, -0.39, 0.38, 0.28, 0.29, 0.29]
}

=====

{
  "formula": "C4H8N2S",
  "method": "wB97M-V/def2-TZVPD",
  "e_above_lowest_kcal_mol": 139.0,
  "e_homo_ev": -8.78,
  "smiles": "C=NN[C@@H]1C[C@@H]1S",
  "elements": ["C", "C", "C", "C", "H", "H", "H", "H", "H", "H", "H", "H", "N", "N", "S"],
  "coordinates": [[-0.738, 0.562, -0.357], [-1.049, -0.535, -1.545], [-0.257, -0.883, -0.370], [0.838, 0.025, 1.858], [0.442, 2.330, 0.501], [-1.595, 0.882, 0.109], [-0.674, -0.559, -2.552], [-2.164, -0.776, -1.510], [-0.838, -1.423, 0.432], [1.800, -0.569, -0.727], [-0.180, 0.190, 1.687], [1.441, 0.591, 2.664], [1.032, -1.159, -0.123], [1.565, -0.432, 0.975], [0.376, 1.756, -1.041]],
  "forces_ev_per_angstrom": [[1.3, -2.0, -5.1], [-2.1, 0.4, 1.0], [-4.5, 0.1, 3.0], [1.4, 2.6, 2.6], [0.5, -0.7, -3.7], [-1.7, 0.7, 1.1], [0.5, 0.6, -0.1], [1.8, -0.1, 0.0], [0.2, 0.2, -0.9], [-2.7, -2.5, 0.1], [-1.7, -0.1, 0.7], [-1.4, -1.0, -1.0], [6.9, 2.6, -2.1], [1.8, -2.6, -0.1], [-0.2, 1.8, 4.5]],
  "mulliken_charge": [-0.57, -0.94, 0.04, -0.56, 0.14, 0.63, 0.30, 0.21, 0.33, 0.42, 0.50, 0.23, -0.18, -0.35, -0.20]
}

=====

{
  "formula": "C25H31N3OP2Re",
  "method": "wB97M-V/def2-TZVPD",
  "e_above_lowest_kcal_mol": 91.9,
  "multiplicity": 4,
  "charge": 2,
  "e_homo_ev": [-12.80, -12.84],
  "elements": ["C", "C", "C", "C", "C", "C", "C", "C", "C", "C", "C", "C", "C", "H", "H", "H", "H", "H", "H", "H", "N", "Re", "C", "H", "H", "C", "H", "H", "P", "P", "C", "H", "H", "H", "C", "H", "H", "H", "C", "H", "H", "H", "C", "H", "H", "H", "H", "H", "N", "C", "O", "C", "C", "C", "N", "C", "C", "H", "H", "H", "H", "H", "H"],
  "coordinates": [[1.448, -4.797, -0.915], [1.162, -3.464, -1.150], [-0.140, -3.202, -1.750], [-1.304, -4.098, -1.626], [-0.986, -5.350, -1.028], [0.352, -5.682, -0.785], [-2.523, -3.639, -2.217], [-2.627, -2.320, -2.750], [-1.384, -1.537, -2.863], [-1.295, -0.180, -3.404], [-2.322, 0.174, -4.253], [-3.529, -0.562, -4.203], [-3.734, -1.691, -3.396], [2.495, -5.133, -0.754], [-1.766, -6.061, -0.727], [0.621, -6.699, -0.510], [-3.455, -4.237, -2.116], [-2.188, 1.039, -4.937], [-4.315, -0.164, -4.839], [-4.757, -2.056, -3.283], [-0.243, -2.150, -2.560], [0.513, 0.553, 0.283], [2.239, -2.396, -0.983], [2.414, -1.825, -1.903], [3.170, -2.855, -0.599], [-0.069, 0.747, -3.267], [0.877, 0.256, -3.529], [-0.234, 1.640, -3.895], [1.951, -1.088, 0.344], [0.287, 1.553, -1.658], [-0.853, 2.968, -1.651], [-0.649, 3.603, -0.780], [-0.653, 3.488, -2.592], [-1.887, 2.603, -1.596], [1.958, 2.282, -1.830], [1.802, 3.126, -2.510], [2.321, 2.625, -0.847], [2.625, 1.516, -2.250], [2.106, -2.178, 1.785], [3.089, -2.642, 1.624], [2.080, -1.597, 2.719], [1.285, -2.910, 1.752], [3.517, -0.123, 0.406], [3.429, 0.671, 1.168], [4.247, -0.884, 0.717], [3.728, 0.300, -0.591], [-0.390, -0.501, 1.005], [-0.963, 1.319, 0.147], [0.841, 2.325, 6.882], [0.934, 3.100, 5.760], [1.230, 4.288, 5.758], [0.676, 2.359, 4.496], [0.330, 0.997, 4.451], [0.019, 0.380, 3.243], [0.182, 1.097, 2.116], [0.542, 2.408, 2.076], [0.780, 3.061, 3.275], [0.915, 2.805, 7.758], [0.471, 1.385, 6.865], [0.238, 0.334, 5.305], [-0.261, -0.674, 3.121], [0.639, 2.880, 1.084], [1.047, 4.105, 3.206]],
  "forces_ev_per_angstrom": [[-0.1, 1.2, 0.5], [0.3, -0.7, -0.7], [-1.2, -0.2, -0.7], [1.1, 1.2, -0.4], [0.8, -0.8, 0.6], [-1.1, -0.7, -0.5], [-0.2, 0.7, 1.0], [1.5, 0.6, -0.4], [0.1, -1.3, 0.2], [-0.1, -0.3, -0.8], [0.8, 0.3, 0.7], [-0.6, -1.0, 0.4], [-0.4, 1.2, -0.9], [-1.0, 0.2, 0.2], [0.3, 0.2, -0.5], [-0.4, 0.1, 0.2], [0.9, 0.3, -0.3], [-0.5, -0.5, 0.7], [-0.3, -0.3, 0.3], [0.4, -0.2, -0.2], [1.2, 2.4, 2.1], [-1.2, 0.9, 0.5], [-0.3, 0.3, -0.1], [0.1, -0.3, 0.0], [-0.3, 0.1, -0.5], [-0.3, -0.7, -0.3], [-0.3, 0.0, -0.2], [0.2, -0.5, -0.1], [2.7, -4.5, -0.4], [-1.3, 1.5, -3.6], [0.3, -0.1, -0.2], [-0.1, 0.0, -0.3], [-0.3, 0.3, 0.2], [0.3, 0.1, -0.1], [-0.4, -0.2, -0.1], [0.5, 0.0, 0.1], [0.1, 0.1, -0.4], [-0.1, 0.5, 0.1], [-0.1, 0.3, 0.1], [-0.4, -0.2, 0.5], [0.1, -0.4, -0.2], [0.4, 0.1, 0.1], [-0.2, -0.3, -0.2], [0.3, -0.3, -0.3], [0.3, 0.6, -0.2], [0.2, -0.2, 0.6], [-1.2, -1.3, -0.5], [-0.9, -0.6, 0.0], [-0.1, 0.3, -0.7], [0.4, 0.8, 1.4], [-0.4, -1.4, -0.3], [-0.2, -0.6, -1.5], [-0.5, -0.3, -0.3], [0.7, 1.1, 0.0], [0.2, 1.2, 1.9], [-0.1, -0.4, 2.1], [0.0, -0.1, -0.4], [0.0, 0.0, 0.3], [0.1, 0.5, 0.2], [0.1, 0.4, 0.1], [0.1, 0.6, 0.2], [-0.1, 0.0, 0.6], [0.0, 0.1, 0.6]],
  "mulliken_charge": [-0.84, 0.45, 0.45, 0.70, -0.86, -0.51, -0.88, 0.56, 0.43, 0.36, -0.82, -0.61, -0.80, 0.40, 0.44, 0.40, 0.39, 0.38, 0.38, 0.44, -0.29, -0.34, -1.10, 0.43, 0.59, -0.92, 0.57, 0.55, 0.74, 0.82, -1.38, 0.38, 0.55, 0.41, -1.27, 0.47, 0.36, 0.37, -1.55, 0.57, 0.45, 0.34, -1.32, 0.40, 0.50, 0.33, 0.02, 0.06, -0.29, 0.28, -0.57, 1.30, -0.71, -0.63, 0.17, 0.19, -1.03, 0.26, 0.14, 0.25, 0.61, 0.31, 0.50]
}

=====

| no. | E (Ha) |
| --- | --- |
| 1 | -4958.217046 |
| 2 | -192.137704 |
| 3 | -775.728378 |
| 4 | -664.711211 |
| 5 | -1971.032604 |